# 1
12
Properties=species:S:1:pos:R:3:forces:R:3 method="wB97M-V/def2-TZVPD" homo_lumo_gap_ev=9.99 e_tot_ev=-147029.6887 e_homo_ev=-9.42 lumo_ev=0.6
C -0.17248 0.92205 -0.88771 2.56 1.30 0.62
C 0.48342 0.07779 0.15153 -1.63 1.34 2.73
C -1.02345 0.78698 0.38634 1.96 -1.51 -1.71
C 0.72146 -1.40126 0.16618 -2.73 -0.47 0.33
F 1.48921 0.68882 0.90660 -0.63 0.01 -0.73
Br -1.41230 2.33652 1.38184 0.38 0.06 0.20
Br -2.52803 -0.43069 0.32605 0.34 0.25 -0.11
H 0.48915 1.87314 -1.03683 -1.78 -1.42 0.44
H -0.29777 0.41809 -1.81802 -0.98 -0.21 -0.58
H 1.55059 -1.52047 -0.47185 1.17 -0.70 -0.72
H -0.20251 -1.90765 -0.29370 1.52 0.56 0.64
H 0.90271 -1.84333 1.18957 -0.17 0.79 -1.12



# 2
19
Properties=species:S:1:pos:R:3:forces:R:3 method="wB97M-V/def2-TZVPD" homo_lumo_gap_ev=10.41 charge=+2 e_tot_ev=-9814.0984 e_homo_ev=-19.68 lumo_ev=-9.3
C -2.95243 0.34429 -0.09455 -1.00 -1.73 -0.44
C -1.50152 0.07658 0.03460 -0.88 -0.07 1.59
N -0.62737 1.15211 -0.07984 -1.08 1.88 0.63
C 0.75014 1.14135 -0.05406 -0.81 3.15 0.47
N 1.49879 0.12212 -0.08847 -4.92 -2.33 1.16
C 2.87544 -0.03677 0.05983 3.78 -0.20 0.29
C 0.62366 -1.17811 -0.02947 -0.54 -2.54 -1.32
N -0.98555 -1.07688 0.26951 5.00 0.19 -0.86
H -3.11090 1.41015 0.13654 -0.62 -0.60 -0.61
H -3.81127 -0.40418 0.29583 2.49 1.68 0.00
H -3.00056 -0.00099 -1.16759 -0.50 1.32 0.17
H -1.04966 2.13777 0.17377 0.93 -2.61 -1.07
H 1.09886 2.20147 0.05248 0.45 -1.26 -0.30
H 3.48959 0.90446 -0.01351 -0.98 -0.61 -1.30
H 3.22651 -0.18296 1.10357 -0.97 -1.03 -0.24
H 3.15318 -0.89318 -0.62986 0.35 1.30 0.91
H 1.01737 -2.00082 0.62110 -0.05 1.48 0.20
H 0.67923 -1.70560 -1.03686 -0.12 1.22 0.87
H -1.37351 -2.01083 0.44695 -0.52 0.76 -0.16



# 3
11
Properties=species:S:1:pos:R:3:forces:R:3 method="wB97M-V/def2-TZVPD" homo_lumo_gap_ev="8.26 / 8.15" e_tot_ev=-7089.2020 e_homo_ev="-7.51 / -7.39" lumo_ev="0.7 / 0.8"
C -0.59485 1.22453 0.27776 0.52 0.07 0.27
N 0.41358 -2.29817 0.32716 0.19 -1.30 -0.02
N -0.13094 -1.14236 0.51337 1.35 0.24 -2.83
N 1.21914 0.15253 -0.98706 0.15 0.39 -1.66
N 0.22014 0.05927 -0.14163 -1.16 1.11 1.53
H -1.64480 1.05046 0.38561 -0.62 -1.00 0.40
H -0.26469 1.80669 1.18640 0.23 -0.80 -1.04
H -0.60172 1.80924 -0.60603 0.38 1.21 -0.56
H 0.70731 -2.48748 -0.62682 0.20 0.81 -0.18
H -0.46754 -1.13997 1.43409 -0.63 1.42 1.41
H 1.14437 0.96528 -1.76286 -0.61 -2.14 2.70



# 4
11
Properties=species:S:1:pos:R:3:forces:R:3 method="wB97M-V/def2-TZVPD" homo_lumo_gap_ev="8.06 / 8.06" e_tot_ev=-28593.8141 e_homo_ev="-7.82 / -7.82" lumo_ev="0.2 / 0.2"
C 0.21763 1.41111 1.37019 0.80 -1.29 -2.42
C -0.71973 -1.73685 -0.23774 -0.37 0.81 0.05
C 0.75452 0.72569 -0.86276 -3.43 0.68 2.58
O 0.07980 0.64268 2.23690 -0.10 0.23 0.12
S -0.50561 -0.44324 -1.50736 0.93 0.87 0.41
Cl 0.59593 2.28302 -1.59053 0.06 0.24 -0.36
H 0.14903 2.52598 1.39290 -0.05 -0.11 -0.23
H -1.00957 -1.30738 0.74637 -0.24 -0.27 -0.85
H 0.22607 -2.24102 -0.06284 -0.20 -0.55 -0.32
H -1.54094 -2.32422 -0.74017 1.05 0.17 0.99
H 1.75285 0.46421 -0.74496 1.55 -0.78 0.03



# 5
55
Properties=species:S:1:pos:R:3:forces:R:3 method="wB97M-V/def2-TZVPD" homo_lumo_gap_ev=8.34 e_tot_ev=-32392.0715 e_homo_ev=-7.68 lumo_ev=0.7
C -5.91792 -2.51770 -1.24975 0.10 0.10 0.21
C -4.87176 -1.78906 -0.41797 0.01 0.01 -0.17
C -3.70322 -1.31526 -1.29231 -0.05 -0.16 0.05
C -2.64320 -0.68034 -0.42921 -0.11 -0.14 -0.32
O -1.72716 -1.41858 -0.03806 -0.02 -0.12 0.02
C -2.70588 0.72884 -0.07779 0.14 -0.16 -0.09
C -1.65149 1.29514 0.66342 0.04 -0.06 0.19
N -0.69965 0.54165 1.18341 -0.09 -0.38 -0.24
C 0.43175 0.98866 1.95277 0.29 0.29 0.35
C 1.21148 -0.22079 2.47952 -0.02 0.05 -0.27
C 1.78709 -1.02011 1.35582 -0.20 -0.23 0.22
C 1.41254 -2.26808 0.92981 0.01 0.13 0.23
C 0.38773 -3.20488 1.46097 -0.09 0.06 -0.11
N 2.16211 -2.61568 -0.16364 -0.20 -0.41 -0.08
C 3.02703 -1.60234 -0.46924 0.32 0.56 -0.01
C 3.97376 -1.48353 -1.47165 -0.14 -0.09 0.09
C 4.72789 -0.32735 -1.52779 0.21 0.21 -0.08
C 4.54777 0.69754 -0.59015 -0.07 0.09 0.14
O 5.26548 1.86823 -0.58382 -0.23 -0.13 0.18
C 6.25129 2.06045 -1.56467 0.14 0.02 -0.14
C 3.60126 0.57971 0.41609 0.14 -0.01 -0.15
C 2.82506 -0.57262 0.48098 0.16 -0.25 -0.42
C -1.54967 2.77272 0.91135 0.04 0.18 -0.18
C -2.40074 3.57393 -0.05938 -0.09 -0.05 0.23
C -3.80801 3.01299 -0.02791 -0.03 0.09 -0.27
C -3.83868 1.55720 -0.47167 -0.05 0.44 0.17
O -4.81620 1.16350 -1.08454 -0.14 0.03 -0.04
H -5.48407 -3.38585 -1.74228 0.00 -0.10 -0.08
H -6.73780 -2.85346 -0.61849 -0.12 -0.07 -0.02
H -6.31844 -1.85194 -2.01001 -0.09 0.04 -0.12
H -4.48927 -2.45148 0.36290 0.02 0.03 0.03
H -5.33010 -0.92226 0.05868 0.03 -0.02 0.07
H -3.24913 -2.18458 -1.77503 0.08 0.05 0.07
H -4.07529 -0.62506 -2.04528 0.02 -0.07 0.02
H -0.75163 -0.45462 0.90816 -0.10 0.28 0.03
H 0.08952 1.60458 2.79313 0.08 -0.01 -0.10
H 1.09983 1.59577 1.32953 -0.06 0.00 0.10
H 0.54733 -0.84083 3.08274 0.00 0.02 0.11
H 2.01592 0.14727 3.12104 -0.06 0.01 0.08
H 0.24071 -3.05215 2.52693 -0.01 -0.03 0.07
H 0.69403 -4.23609 1.29529 0.02 -0.09 0.07
H -0.56334 -3.04176 0.95485 -0.05 -0.07 0.02
H 2.05444 -3.47090 -0.68126 0.00 0.08 0.06
H 4.12522 -2.27060 -2.19554 0.03 -0.06 -0.08
H 5.46533 -0.22873 -2.30807 0.07 0.04 -0.06
H 5.82496 2.06111 -2.57386 0.03 -0.02 0.03
H 6.68369 3.03900 -1.35931 0.01 -0.08 -0.06
H 7.03786 1.30049 -1.50381 -0.03 0.02 -0.02
H 3.50064 1.38109 1.13090 -0.01 0.13 0.09
H -0.50310 3.07487 0.83310 -0.01 -0.06 0.11
H -1.87377 2.97355 1.93858 0.06 0.00 0.03
H -2.39574 4.63007 0.21698 0.05 -0.03 -0.04
H -1.99236 3.48521 -1.06844 0.03 0.05 -0.01
H -4.48369 3.57190 -0.67687 -0.02 -0.11 0.05
H -4.20838 3.06097 0.98946 -0.03 0.01 0.04



# 6
21
Properties=species:S:1:pos:R:3:forces:R:3 method="wB97M-V/def2-TZVPD" homo_lumo_gap_ev="7.39 / 7.26" charge=+1 e_tot_ev=-15725.8380 e_homo_ev="-12.75 / -12.75" lumo_ev="-5.4 / -5.5"
C 1.23387 2.54386 0.90421 -1.95 -1.92 1.10
C -0.68131 -1.13744 0.30134 -0.93 1.79 1.99
C -0.07517 -2.44617 0.21708 -1.01 1.53 -3.70
C -1.83670 -0.93725 1.25143 -0.37 0.15 -1.43
C -0.72154 1.76024 -1.12211 1.49 0.85 -2.31
C 1.74446 0.18897 -0.85576 1.26 -0.95 -0.05
P 0.48606 1.16505 0.08379 1.62 0.04 -0.95
H 0.45032 3.34448 1.10297 1.26 -0.82 -0.07
H 1.92585 2.28354 1.77364 -0.66 0.71 -1.44
H -0.84551 -2.98413 -0.43619 0.63 0.56 0.14
H -0.16954 -3.03195 1.05035 0.36 -1.47 2.50
H 0.85045 -2.38570 -0.36267 0.00 -0.67 0.60
H -2.60046 -1.73175 1.28977 0.49 -0.01 0.10
H -2.36717 0.03742 1.22749 0.44 -0.47 -0.57
H -1.32243 -0.87909 2.19150 0.52 -0.31 0.99
H -1.59902 2.23577 -0.65586 0.17 -0.60 -0.50
H -0.83608 1.01390 -1.97979 -0.61 0.61 1.69
H -0.14106 2.55946 -1.72438 -0.92 -0.75 1.22
H 2.32827 0.77020 -1.58875 -0.25 0.39 0.62
H 1.24937 -0.55696 -1.51465 -0.06 0.37 0.79
H 2.53030 -0.36806 -0.21623 -1.48 0.97 -0.73



# 7
37
Properties=species:S:1:pos:R:3:forces:R:3 method="wB97M-V/def2-TZVPD" s2=0.758 homo_lumo_gap_ev="5.55 / 5.43" charge=+1 spin_multiplicity=2 e_tot_ev=-61841.1807 e_homo_ev="-12.07 / -11.92" lumo_ev="-6.5 / -6.5"
Pd 0.71059 -0.26195 -0.43403 -0.60 -2.81 2.05
C -1.42651 -0.74405 -3.79063 0.02 -0.01 0.03
C -1.13911 0.08195 -2.58183 -0.57 -0.23 0.33
C -2.01621 0.06845 -1.49003 0.49 0.06 -0.36
C -1.79841 0.87915 -0.36423 0.01 -0.02 -0.17
C -2.73511 0.82185 0.79797 0.12 0.02 -0.04
C -0.70961 1.76675 -0.36913 0.50 0.24 -0.43
C 0.22519 1.77605 -1.42953 -0.57 0.62 -0.19
C 1.38649 2.72625 -1.40723 0.20 -0.08 0.13
C 0.01489 0.89525 -2.51783 0.55 0.11 0.49
H -0.95971 -1.72535 -3.68503 0.07 -0.07 0.00
H -1.03251 -0.28455 -4.69353 0.04 0.03 -0.04
H -2.49601 -0.89845 -3.90803 -0.05 -0.01 -0.01
H -2.90731 -0.54365 -1.53543 0.03 -0.11 0.04
H -2.47991 -0.04685 1.40767 -0.06 -0.04 0.08
H -3.76431 0.70845 0.46597 -0.05 -0.04 -0.02
H -2.65541 1.71115 1.41637 0.01 0.04 0.05
H -0.59661 2.48925 0.43067 0.06 -0.20 0.01
H 2.21429 2.28495 -0.83813 -0.07 0.19 -0.12
H 1.10899 3.65205 -0.90943 0.01 0.05 0.00
H 1.73339 2.94995 -2.41293 0.03 0.00 -0.02
H 0.66859 0.95655 -3.38423 0.02 -0.11 0.19
S 3.42209 -3.58275 -2.38133 0.01 -0.09 0.06
Sb 2.50459 -3.13935 -0.21853 0.52 -0.55 -0.17
S 0.30619 -2.60215 -1.11503 0.48 1.86 0.24
S 3.08369 -0.75035 -0.32593 -1.87 0.17 -0.27
O 0.72479 -3.11065 2.02887 -0.16 0.28 0.46
C 0.60989 -1.98075 2.46117 0.51 -1.84 0.02
C 0.71159 -1.54015 3.91307 -0.23 0.03 0.02
C 1.06329 -0.05345 3.81187 -0.10 0.10 0.10
C 0.90329 0.23415 2.33857 0.41 0.92 -0.19
O 1.16779 1.24555 1.70597 0.01 0.12 0.62
N 0.46369 -0.87705 1.69197 0.23 1.31 -2.77
H 1.44479 -2.14375 4.44467 -0.02 -0.02 -0.12
H -0.25941 -1.71105 4.37697 -0.02 -0.01 0.07
H 2.09319 0.14255 4.11087 -0.03 0.12 -0.08
H 0.41479 0.60595 4.38937 0.06 -0.03 0.01



# 8
18
Properties=species:S:1:pos:R:3:forces:R:3 method="wB97M-V/def2-TZVPD" homo_lumo_gap_ev=8.91 charge=+1 e_tot_ev=-79833.2179 e_homo_ev=-12.31 lumo_ev=-3.4
C -0.83897 1.16533 -0.65324 0.11 -0.19 2.24
C -0.18066 -1.90365 -0.41452 1.45 2.10 1.64
C 0.98487 2.67227 -0.15489 2.01 -1.34 -1.17
C -1.51473 0.73039 0.41539 -0.98 2.05 2.03
C 1.99268 -1.21777 0.68337 1.38 2.77 -1.33
N 0.43551 1.59915 -0.50015 1.74 -0.64 -0.27
N 0.83421 -1.48682 -0.02267 -3.25 -1.43 -1.03
N -1.38413 -2.18404 -0.77046 -1.19 -0.87 -0.09
Br -3.32319 0.14567 0.14157 0.21 0.05 0.19
H -1.21131 0.86910 -1.58100 -0.15 0.04 -1.88
H 2.10235 2.82224 -0.10890 -1.10 -0.88 0.17
H 0.49276 3.56039 -0.12297 -1.92 2.64 0.58
H -1.32336 1.17927 1.46888 -0.22 -1.34 -1.86
H 2.70834 -0.87961 -0.10179 0.29 -0.82 1.26
H 1.95411 -0.46522 1.46608 -1.01 1.23 -0.62
H 2.16038 -1.94134 1.38952 1.26 -3.00 0.63
H -1.66061 -3.11874 -0.50094 0.04 -0.45 -0.39
H -2.22827 -1.54661 -0.63329 1.32 0.07 -0.12



# 9
22
Properties=species:S:1:pos:R:3:forces:R:3 method="wB97M-V/def2-TZVPD" homo_lumo_gap_ev=4.36 charge=-1 e_tot_ev=-69716.0985 e_homo_ev=-6.31 lumo_ev=-1.9
Sn -46.80747 -28.89945 -7.43027 3.41 2.53 2.37
C -42.77414 -26.32532 -5.03337 -1.56 0.63 1.17
F -42.33749 -27.51555 -4.58670 0.08 0.58 -0.87
F -43.77492 -25.94594 -4.22124 -1.95 -1.19 -0.51
F -41.93631 -25.35627 -4.67237 2.34 -0.04 -1.50
S -43.26666 -26.26949 -6.94393 1.76 1.40 -1.31
O -42.07696 -26.87694 -7.56368 -0.98 1.08 1.04
O -44.44197 -27.06845 -7.27869 -2.32 -2.15 0.53
O -43.60956 -24.87069 -7.20811 1.47 -1.51 0.87
C -48.84449 -23.89824 -6.10212 2.02 -1.54 1.35
F -48.65824 -22.65046 -6.46074 -0.36 0.41 -0.40
F -49.37322 -23.97143 -4.90820 -0.72 0.85 2.02
F -49.69916 -24.54028 -6.84148 -1.05 -0.37 -2.40
S -47.19339 -24.80453 -5.96727 4.97 2.09 1.51
O -47.43519 -26.21492 -6.30765 -1.17 -1.98 -0.48
O -46.31018 -24.14771 -6.92480 -1.83 -0.43 0.14
O -46.69074 -24.59680 -4.57371 -2.26 -0.70 -2.41
B -44.36748 -30.28126 -5.25576 2.13 -1.16 0.61
F -44.51648 -30.45979 -6.64375 -1.13 -0.42 -2.45
F -43.00901 -30.35374 -4.95698 -0.36 0.50 -0.12
F -45.01054 -29.11879 -5.04000 -1.47 3.02 0.34
F -45.02265 -31.23241 -4.54524 -1.02 -1.60 0.48



# 10
14
Properties=species:S:1:pos:R:3:forces:R:3 method="wB97M-V/def2-TZVPD" homo_lumo_gap_ev=11.01 e_tot_ev=-9844.9958 e_homo_ev=-10.16 lumo_ev=0.9
O -1.88030 1.39245 0.39262 0.44 -0.24 -0.58
C -1.12886 0.90802 -0.42582 -0.65 -0.18 0.52
C -0.11011 -0.13865 -0.07024 -0.05 0.30 -0.14
C 1.19437 0.10062 -0.76434 0.09 -0.09 -0.12
O 1.66333 1.36765 -0.34180 0.22 0.21 0.14
C -0.64037 -1.42265 0.45992 -0.19 -0.24 -0.05
N 0.00727 -0.46572 1.34403 -0.08 0.18 0.13
H -1.18474 1.16539 -1.50267 0.05 0.17 0.18
H 1.07741 0.19055 -1.85257 0.02 -0.23 0.22
H 1.90075 -0.69967 -0.52124 -0.01 0.02 -0.12
H 1.64293 1.38706 0.62639 0.07 -0.10 -0.18
H -0.12771 -2.37403 0.31271 0.03 0.35 -0.07
H -1.72566 -1.49417 0.49591 0.13 -0.03 0.05
H -0.68831 0.08315 1.84712 -0.05 -0.11 0.02